# 1
Molecular formula: H7NSi2
Method: DFT, the ωB97M-V functional and the def2-TZVPD basis

The geometry in ORCA input format:
```
! RIJCOSX wB97M-V def2-TZVPD def2/J DEFGRID3
* xyz 0 1
N 0.469 -0.320 -0.466
Si -0.641 -0.809 -1.658
Si 0.421 0.792 1.750
H 1.145 0.314 -0.747
H -1.270 0.220 -2.402
H 0.288 -1.799 -2.372
H -1.623 -1.490 -0.804
H -0.974 1.396 2.249
H 0.969 -0.246 2.651
H 1.216 1.942 1.798
*
```

## Properties
Kohn-Sham gap	8.6	eV
HOMO energy	-9.00	eV
total energy	-17355.809	eV

These are the natural (NBO) partial charges, in e, on atoms 1 to 8: atom 1 (N): -1.34, atom 2 (Si): 1.11, atom 3 (Si): 0.96, atom 4 (H): 0.35, atom 5 (H): -0.21, atom 6 (H): -0.17, atom 7 (H): -0.20, atom 8 (H): -0.15

=====

# 2
Molecular formula: C54H60ClF4N2O8
Method: DFT, the ωB97M-V functional and the def2-TZVPD basis

The geometry in ORCA input format:
```
! RIJCOSX wB97M-V def2-TZVPD def2/J DEFGRID3
* xyz 1 1
C -3.045 -1.592 5.742
O -4.208 -1.537 4.960
C -4.179 -0.503 3.999
C -4.479 0.877 4.602
C -3.194 1.736 4.573
C -3.159 2.742 3.426
C -3.396 2.132 2.036
C -2.764 2.970 0.914
C -1.223 2.836 0.999
C -0.530 3.488 -0.209
C 0.446 2.664 -1.111
C 1.343 1.593 -0.533
C 1.293 0.347 -1.099
O 0.455 0.117 -2.165
C -0.870 -0.188 -1.792
O -1.753 0.586 -1.998
C -1.177 -1.522 -1.197
C -0.896 -1.869 0.089
C -1.250 -3.125 0.492
C -1.855 -3.992 -0.351
C -2.159 -3.627 -1.631
C -1.803 -2.383 -2.048
C 2.088 -0.679 -0.668
C 2.100 -2.023 -1.321
O 3.028 -2.264 -2.056
O 1.148 -2.897 -1.084
C 2.923 -0.450 0.390
C 3.765 -1.589 0.883
C 5.226 -1.514 0.344
C 6.146 -2.034 1.422
O 6.263 -3.190 1.685
O 6.888 -1.090 2.113
C 2.977 0.792 0.958
C 3.900 0.981 2.116
C 3.352 0.359 3.445
N 2.105 -0.406 3.262
N 2.207 1.787 0.476
C 2.331 3.118 1.067
C 1.790 3.210 2.470
O 1.284 2.336 3.087
Cl 2.011 4.793 3.230
H -2.854 -2.614 6.056
H -2.154 -1.225 5.225
H -3.176 -1.005 6.654
H -3.197 -0.500 3.543
H -4.931 -0.711 3.244
H -4.745 0.720 5.640
H -5.234 1.400 4.029
H -2.293 1.125 4.585
H -3.144 2.333 5.484
H -3.933 3.483 3.616
H -2.207 3.262 3.508
H -2.943 1.141 1.986
H -4.451 1.960 1.849
H -3.073 4.006 0.990
H -3.042 2.493 -0.023
H -0.940 3.417 1.866
H -1.009 1.782 1.157
H -1.327 3.796 -0.880
H -0.030 4.409 0.070
H -0.092 2.260 -1.947
H 1.130 3.400 -1.544
H -0.424 -1.171 0.760
H -1.036 -3.430 1.497
H -2.141 -4.978 -0.031
H -2.661 -4.299 -2.303
H -2.035 -2.060 -3.050
H 1.277 -3.599 -1.746
H 3.353 -2.535 0.561
H 3.785 -1.630 1.962
H 5.494 -0.488 0.121
H 5.318 -2.137 -0.537
H 6.374 -0.725 2.839
H 4.830 0.490 1.866
H 4.153 2.014 2.314
H 3.139 1.124 4.179
H 4.086 -0.305 3.895
H 1.384 -0.051 3.868
H 2.257 -1.379 3.474
H 1.874 3.890 0.467
H 3.384 3.368 1.115
F -3.556 -5.548 -6.215
C -2.672 -4.632 -6.651
C -1.861 -3.996 -5.734
C -0.945 -3.055 -6.182
C -0.860 -2.756 -7.534
C -1.688 -3.403 -8.441
C -2.599 -4.353 -8.000
H -1.947 -4.238 -4.683
H -0.297 -2.554 -5.474
H -0.148 -2.019 -7.882
H -1.626 -3.169 -9.494
H -3.247 -4.874 -8.692
F 0.885 -5.624 -2.589
C 1.970 -6.449 -2.596
C 2.061 -7.439 -1.643
C 3.165 -8.279 -1.656
C 4.158 -8.110 -2.611
C 4.046 -7.102 -3.558
C 2.940 -6.265 -3.557
H 1.279 -7.549 -0.903
H 3.249 -9.067 -0.920
H 5.018 -8.764 -2.616
H 4.821 -6.967 -4.301
H 2.829 -5.478 -4.293
F -5.720 1.085 -0.063
C -5.927 0.799 -1.368
C -6.863 1.525 -2.075
C -7.068 1.231 -3.415
C -6.346 0.213 -4.023
C -5.413 -0.509 -3.293
C -5.197 -0.212 -1.955
H -7.421 2.309 -1.580
H -7.793 1.796 -3.984
H -6.512 -0.017 -5.067
H -4.853 -1.305 -3.765
H -4.467 -0.758 -1.370
F 5.702 10.901 2.284
C 4.798 9.931 2.488
C 3.455 10.252 2.483
C 2.523 9.247 2.689
C 2.944 7.941 2.906
C 4.298 7.640 2.912
C 5.236 8.638 2.696
H 3.149 11.276 2.319
H 1.468 9.482 2.681
H 2.215 7.157 3.071
H 4.627 6.623 3.086
H 6.296 8.423 2.689
*
```

## Properties
Kohn-Sham gap	6.8	eV
HOMO energy	-10.85	eV
total energy	-99716.381	eV

These are the Löwdin partial charges, in e, on atoms 1 to 8: atom 1 (C): -0.12, atom 2 (O): -0.17, atom 3 (C): -0.24, atom 4 (C): -0.14, atom 5 (C): -0.21, atom 6 (C): -0.20, atom 7 (C): -0.20, atom 8 (C): -0.18

=====

# 3
Molecular formula: C3H7NO2
Method: DFT, the ωB97M-V functional and the def2-TZVPD basis

The geometry in ORCA input format:
```
! RIJCOSX wB97M-V def2-TZVPD def2/J DEFGRID3
* xyz 0 1
C -1.741 0.891 -0.622
C -2.078 0.313 0.523
O -2.790 1.137 1.394
H -1.193 0.430 -1.428
H -2.165 1.873 -0.784
H -1.858 -0.630 1.002
H -3.231 0.670 2.081
N 2.955 -0.615 -0.870
C 2.069 -0.994 0.085
O 1.490 -2.048 0.144
H 3.127 -0.991 -1.781
H 3.486 0.193 -0.601
H 1.928 -0.231 0.857
*
```

## Properties
Kohn-Sham gap	9.9	eV
HOMO energy	-9.02	eV
total energy	-8808.530	eV
SMILES	C=CO.NC=O

These are the natural (NBO) partial charges, in e, on atoms 1 to 8: atom 1 (C): -0.50, atom 2 (C): 0.13, atom 3 (O): -0.71, atom 4 (H): 0.21, atom 5 (H): 0.21, atom 6 (H): 0.19, atom 7 (H): 0.48, atom 8 (N): -0.83

=====

# 4
Molecular formula: C28H55O2OsSi4Te
Method: DFT, the ωB97M-V functional and the def2-TZVPD basis

The geometry in ORCA input format:
```
! RIJCOSX wB97M-V def2-TZVPD def2/J DEFGRID3
* xyz 1 5
O 3.804 -1.761 -1.583
C 3.640 -2.902 -0.677
C 4.981 -2.634 0.023
H 3.550 -3.846 -1.215
H 2.768 -2.763 -0.024
C 4.954 -1.302 -0.809
H 5.759 -3.344 -0.263
H 4.903 -2.506 1.105
C 6.122 -1.000 -1.716
H 6.358 -1.872 -2.331
H 7.000 -0.709 -1.127
H 5.853 -0.163 -2.370
C 4.632 -0.096 0.070
H 3.763 -0.281 0.710
H 4.432 0.785 -0.549
H 5.493 0.135 0.714
Os -0.159 0.227 0.737
C -0.308 0.327 2.811
C -1.180 -0.683 2.321
C -0.397 -1.636 1.630
H -2.261 -0.689 2.413
C 0.949 -1.226 1.690
C 1.003 -0.005 2.403
H 1.901 0.556 2.623
H -0.584 1.215 3.371
H -0.755 -2.531 1.127
H 1.805 -1.764 1.307
C -0.545 2.511 -0.629
C 0.343 2.366 0.493
C 1.421 1.512 0.074
H 0.315 2.938 1.415
C 1.093 0.992 -1.219
C -0.079 1.671 -1.668
H -0.531 1.587 -2.656
H -1.391 3.200 -0.689
H 2.365 1.411 0.589
H 1.706 0.294 -1.795
O 5.061 -3.981 -2.907
C 6.487 -4.192 -2.979
C 6.811 -5.486 -3.736
H 6.873 -4.226 -1.946
H 6.955 -3.327 -3.479
C 5.436 -6.110 -4.052
H 7.437 -6.138 -3.123
H 7.351 -5.242 -4.654
C 4.404 -5.065 -3.585
H 5.304 -7.046 -3.502
H 5.331 -6.317 -5.119
H 3.678 -5.508 -2.886
H 3.845 -4.646 -4.437
C -3.713 5.337 -0.096
Si -4.982 3.971 -0.377
C -6.688 4.586 0.143
C -5.019 3.541 -2.208
Si -4.360 2.088 0.928
Te -3.223 0.427 -0.491
Si -3.777 3.012 3.042
C -5.069 4.309 3.509
C -3.756 1.694 4.384
C -2.093 3.840 2.961
Si -6.277 0.792 1.391
C -7.588 1.764 2.335
C -6.986 0.254 -0.270
C -5.713 -0.695 2.400
H -3.853 6.070 -0.905
H -2.675 4.980 -0.137
H -3.864 5.854 0.861
H -6.925 5.443 -0.508
H -7.468 3.826 0.000
H -6.719 4.930 1.185
H -4.180 2.898 -2.502
H -5.957 3.035 -2.477
H -4.958 4.484 -2.773
H -6.100 3.943 3.445
H -4.876 4.588 4.556
H -4.988 5.219 2.899
H -3.007 0.916 4.191
H -3.492 2.189 5.331
H -4.732 1.211 4.518
H -1.349 3.220 2.447
H -2.136 4.811 2.451
H -1.739 4.015 3.989
H -7.968 2.627 1.773
H -8.430 1.077 2.510
H -7.233 2.115 3.313
H -6.340 -0.491 -0.751
H -7.971 -0.197 -0.079
H -7.117 1.096 -0.964
H -4.985 -1.300 1.842
H -5.271 -0.426 3.367
H -6.603 -1.314 2.588
*
```

## Properties
expectation value of S²	6.030
Kohn-Sham gap (alpha / beta)	5.3 / 5.6	eV
HOMO energy (alpha / beta)	-7.99 / -10.81	eV
total energy	-75284.467	eV

These are the Löwdin partial charges, in e, on atoms 1 to 8: atom 1 (O): -0.09, atom 2 (C): -0.15, atom 3 (C): -0.05, atom 4 (H): 0.10, atom 5 (H): 0.08, atom 6 (C): -0.54, atom 7 (H): 0.10, atom 8 (H): 0.11

=====

# 5
Molecular formula: C24H9BrF4MgN8O4
Method: DFT, the ωB97M-V functional and the def2-TZVPD basis

The geometry in ORCA input format:
```
! RIJCOSX wB97M-V def2-TZVPD def2/J DEFGRID3
* xyz 2 1
Mg 0.599 -0.198 0.260
F 1.558 0.209 2.277
C 2.316 1.089 3.028
C 1.725 1.583 4.122
F 0.490 1.200 4.388
C 2.412 2.494 5.016
C 3.810 2.711 4.684
C 4.390 2.193 3.582
F 5.654 2.464 3.326
C 3.665 1.398 2.618
C 4.216 1.012 1.419
C 3.367 0.410 0.453
N 2.587 -0.001 -0.289
C 5.558 1.245 0.988
N 6.611 1.400 0.558
F 4.524 3.472 5.476
C 1.777 3.124 6.041
C 2.421 4.039 6.932
N 2.882 4.765 7.693
C 0.376 2.960 6.301
N -0.741 2.838 6.534
N -0.926 5.699 2.771
C -0.293 4.537 2.582
O 0.470 4.028 3.392
C -0.528 3.818 1.273
C -0.860 4.393 0.054
C -0.934 3.584 -1.074
C -0.654 2.239 -0.959
N -0.326 1.672 0.221
C -0.286 2.459 1.303
H -0.773 6.197 3.635
H -1.624 6.052 2.140
H -1.032 5.458 -0.038
H -1.186 3.997 -2.041
H -0.686 1.593 -1.828
H -0.033 2.005 2.250
O -2.282 -1.527 2.123
N -1.388 -0.935 2.145
Br 3.431 -5.733 -1.013
C 1.624 -5.551 -0.538
C 0.828 -6.684 -0.361
N -0.455 -6.621 -0.029
C -1.005 -5.427 0.138
C -0.286 -4.242 -0.011
C 1.061 -4.307 -0.360
C -0.975 -2.958 0.186
O -2.188 -2.868 0.362
O -0.231 -1.863 0.204
H 1.253 -7.672 -0.498
H -2.055 -5.401 0.400
H 1.652 -3.413 -0.501
*
```

## Properties
Kohn-Sham gap	4.3	eV
HOMO energy	-13.91	eV
total energy	-131482.353	eV

These are the natural (NBO) partial charges, in e, on atoms 1 to 8: atom 1 (Mg): 1.81, atom 2 (F): -0.39, atom 3 (C): 0.31, atom 4 (C): 0.44, atom 5 (F): -0.27, atom 6 (C): -0.12, atom 7 (C): 0.40, atom 8 (C): 0.36

=====

# 6
Molecular formula: C32H60Br22IN3OP
Method: DFT, the ωB97M-V functional and the def2-TZVPD basis

The geometry in ORCA input format:
```
! RIJCOSX wB97M-V def2-TZVPD def2/J DEFGRID3
* xyz 1 1
C -4.051 -1.556 3.787
C -4.279 -1.622 2.615
C -4.702 -1.625 1.210
C -5.111 -0.201 0.751
C -4.124 0.364 -0.311
N -3.304 1.455 0.211
C -3.742 2.553 0.838
N -2.702 3.326 1.120
C -2.686 4.656 1.754
N -1.747 4.740 2.857
C -0.735 5.786 2.634
C -1.535 2.721 0.684
C -1.938 1.551 0.107
P -0.629 0.486 -0.660
O -1.254 -0.979 -1.018
I 0.927 -0.029 1.161
H -3.815 -1.311 4.794
H -5.577 -2.275 1.136
H -3.893 -2.033 0.600
H -6.129 -0.155 0.371
H -5.044 0.458 1.620
H -4.728 0.783 -1.120
H -3.542 -0.448 -0.733
H -4.815 2.719 1.019
H -3.691 4.906 2.083
H -2.419 5.374 0.972
H -1.312 3.845 3.032
H -1.209 6.692 2.261
H 0.019 5.435 1.918
H -0.246 6.047 3.572
H -0.544 3.126 0.782
H -1.330 -1.008 -1.988
Br -0.120 -2.472 -4.020
C -0.106 -4.237 -3.170
C -1.475 -4.877 -3.186
Br -2.553 -4.033 -1.812
H 0.268 -4.104 -2.171
H 0.584 -4.829 -3.762
H -1.424 -5.931 -2.921
H -1.995 -4.776 -4.133
Br 4.582 -3.648 0.206
C 5.039 -3.306 -1.658
C 3.927 -2.566 -2.349
Br 2.423 -3.733 -2.779
H 5.267 -4.265 -2.112
H 5.941 -2.698 -1.628
H 4.261 -2.171 -3.306
H 3.527 -1.757 -1.745
Br 2.158 -1.411 -5.282
C 2.642 0.181 -6.315
C 1.703 0.395 -7.470
Br 2.078 -0.831 -8.931
H 3.673 0.059 -6.629
H 2.578 1.006 -5.607
H 1.836 1.391 -7.891
H 0.660 0.254 -7.200
Br 5.719 1.476 -4.111
C 6.212 3.036 -5.172
C 5.291 3.215 -6.353
Br 5.715 1.936 -7.769
H 7.251 2.908 -5.458
H 6.127 3.881 -4.492
H 5.431 4.190 -6.791
H 4.250 3.070 -6.095
Br 3.481 -0.921 3.505
C 2.778 0.291 4.857
C 3.308 -0.041 6.226
Br 2.427 -1.606 6.969
H 1.695 0.234 4.798
H 3.105 1.282 4.550
H 3.095 0.767 6.923
H 4.373 -0.248 6.227
Br 6.715 0.308 -0.331
C 6.948 -0.748 1.292
C 7.879 -0.075 2.263
Br 9.737 -0.258 1.720
H 7.294 -1.730 0.982
H 5.950 -0.837 1.718
H 7.817 -0.552 3.239
H 7.684 0.988 2.367
Br -6.742 -1.118 4.628
C -7.395 -0.062 6.133
C -6.716 -0.457 7.417
Br -7.418 -2.130 8.109
H -8.473 -0.189 6.170
H -7.161 0.971 5.880
H -6.912 0.279 8.194
H -5.644 -0.587 7.306
Br 3.804 3.957 -8.517
C 2.908 5.524 -9.271
C 1.411 5.431 -9.135
Br 0.649 4.197 -10.431
H 3.236 5.604 -10.302
H 3.288 6.372 -8.705
H 0.946 6.392 -9.347
H 1.098 5.088 -8.154
Br -7.636 -4.877 1.478
C -6.348 -5.128 0.041
C -5.187 -5.983 0.472
Br -3.953 -4.990 1.599
H -6.041 -4.138 -0.280
H -6.902 -5.612 -0.760
H -4.604 -6.289 -0.395
H -5.487 -6.861 1.034
Br -8.971 4.503 3.085
C -8.023 3.436 4.402
C -6.585 3.866 4.525
Br -5.521 3.223 3.019
H -8.130 2.398 4.103
H -8.548 3.600 5.340
H -6.123 3.428 5.407
H -6.467 4.944 4.555
Br 7.805 -5.021 1.580
C 7.768 -4.663 3.492
C 6.737 -5.504 4.194
Br 4.938 -4.822 3.893
H 7.593 -3.599 3.611
H 8.767 -4.906 3.847
H 6.881 -5.464 5.272
H 6.742 -6.539 3.867
*
```

## Properties
Kohn-Sham gap	8.0	eV
HOMO energy	-10.64	eV
total energy	-1598991.017	eV

These are the Löwdin partial charges, in e, on atoms 1 to 8: atom 1 (C): -0.01, atom 2 (C): -0.22, atom 3 (C): -0.22, atom 4 (C): -0.13, atom 5 (C): -0.09, atom 6 (N): -0.01, atom 7 (C): -0.12, atom 8 (N): -0.02

=====

What did the fifth record say?
Molecular formula: C24H9BrF4MgN8O4
Method: DFT, the ωB97M-V functional and the def2-TZVPD basis

The geometry in ORCA input format:
```
! RIJCOSX wB97M-V def2-TZVPD def2/J DEFGRID3
* xyz 2 1
Mg 0.599 -0.198 0.260
F 1.558 0.209 2.277
C 2.316 1.089 3.028
C 1.725 1.583 4.122
F 0.490 1.200 4.388
C 2.412 2.494 5.016
C 3.810 2.711 4.684
C 4.390 2.193 3.582
F 5.654 2.464 3.326
C 3.665 1.398 2.618
C 4.216 1.012 1.419
C 3.367 0.410 0.453
N 2.587 -0.001 -0.289
C 5.558 1.245 0.988
N 6.611 1.400 0.558
F 4.524 3.472 5.476
C 1.777 3.124 6.041
C 2.421 4.039 6.932
N 2.882 4.765 7.693
C 0.376 2.960 6.301
N -0.741 2.838 6.534
N -0.926 5.699 2.771
C -0.293 4.537 2.582
O 0.470 4.028 3.392
C -0.528 3.818 1.273
C -0.860 4.393 0.054
C -0.934 3.584 -1.074
C -0.654 2.239 -0.959
N -0.326 1.672 0.221
C -0.286 2.459 1.303
H -0.773 6.197 3.635
H -1.624 6.052 2.140
H -1.032 5.458 -0.038
H -1.186 3.997 -2.041
H -0.686 1.593 -1.828
H -0.033 2.005 2.250
O -2.282 -1.527 2.123
N -1.388 -0.935 2.145
Br 3.431 -5.733 -1.013
C 1.624 -5.551 -0.538
C 0.828 -6.684 -0.361
N -0.455 -6.621 -0.029
C -1.005 -5.427 0.138
C -0.286 -4.242 -0.011
C 1.061 -4.307 -0.360
C -0.975 -2.958 0.186
O -2.188 -2.868 0.362
O -0.231 -1.863 0.204
H 1.253 -7.672 -0.498
H -2.055 -5.401 0.400
H 1.652 -3.413 -0.501
*
```

## Properties
Kohn-Sham gap	4.3	eV
HOMO energy	-13.91	eV
total energy	-131482.353	eV

These are the natural (NBO) partial charges, in e, on atoms 1 to 8: atom 1 (Mg): 1.81, atom 2 (F): -0.39, atom 3 (C): 0.31, atom 4 (C): 0.44, atom 5 (F): -0.27, atom 6 (C): -0.12, atom 7 (C): 0.40, atom 8 (C): 0.36

=====

Repeat the fifth record exactly.
Molecular formula: C24H9BrF4MgN8O4
Method: DFT, the ωB97M-V functional and the def2-TZVPD basis

The geometry in ORCA input format:
```
! RIJCOSX wB97M-V def2-TZVPD def2/J DEFGRID3
* xyz 2 1
Mg 0.599 -0.198 0.260
F 1.558 0.209 2.277
C 2.316 1.089 3.028
C 1.725 1.583 4.122
F 0.490 1.200 4.388
C 2.412 2.494 5.016
C 3.810 2.711 4.684
C 4.390 2.193 3.582
F 5.654 2.464 3.326
C 3.665 1.398 2.618
C 4.216 1.012 1.419
C 3.367 0.410 0.453
N 2.587 -0.001 -0.289
C 5.558 1.245 0.988
N 6.611 1.400 0.558
F 4.524 3.472 5.476
C 1.777 3.124 6.041
C 2.421 4.039 6.932
N 2.882 4.765 7.693
C 0.376 2.960 6.301
N -0.741 2.838 6.534
N -0.926 5.699 2.771
C -0.293 4.537 2.582
O 0.470 4.028 3.392
C -0.528 3.818 1.273
C -0.860 4.393 0.054
C -0.934 3.584 -1.074
C -0.654 2.239 -0.959
N -0.326 1.672 0.221
C -0.286 2.459 1.303
H -0.773 6.197 3.635
H -1.624 6.052 2.140
H -1.032 5.458 -0.038
H -1.186 3.997 -2.041
H -0.686 1.593 -1.828
H -0.033 2.005 2.250
O -2.282 -1.527 2.123
N -1.388 -0.935 2.145
Br 3.431 -5.733 -1.013
C 1.624 -5.551 -0.538
C 0.828 -6.684 -0.361
N -0.455 -6.621 -0.029
C -1.005 -5.427 0.138
C -0.286 -4.242 -0.011
C 1.061 -4.307 -0.360
C -0.975 -2.958 0.186
O -2.188 -2.868 0.362
O -0.231 -1.863 0.204
H 1.253 -7.672 -0.498
H -2.055 -5.401 0.400
H 1.652 -3.413 -0.501
*
```

## Properties
Kohn-Sham gap	4.3	eV
HOMO energy	-13.91	eV
total energy	-131482.353	eV

These are the natural (NBO) partial charges, in e, on atoms 1 to 8: atom 1 (Mg): 1.81, atom 2 (F): -0.39, atom 3 (C): 0.31, atom 4 (C): 0.44, atom 5 (F): -0.27, atom 6 (C): -0.12, atom 7 (C): 0.40, atom 8 (C): 0.36

=====

> The highest total energy belongs to which entry?

C3H7NO2